(1)
Here is one molecule with the formula C9H12O2S from the OMol25 dataset. Energies are from the ωB97M-V functional and the def2-TZVPD basis.

Summary:
- Orbital gap: 8.681 eV
- LUMO level: -0.2 eV
- Structure (SMILES): CC1=CC(C)=CS(=O)(=O)C(C)=C1

Geometry (Å):
C (-1.33, 0.08, -2.44)
C (-0.76, -0.09, -1.08)
C (-1.10, 0.83, -0.11)
C (-0.62, 1.41, 1.17)
C (-1.47, 2.57, 1.56)
C (0.47, 1.31, 1.86)
S (1.59, -0.17, 1.00)
O (2.27, -0.94, 2.03)
O (2.42, 0.60, 0.08)
C (1.05, -1.72, -0.30)
C (1.85, -2.89, 0.00)
C (-0.05, -1.34, -1.03)
H (-0.66, -0.30, -3.20)
H (-1.69, 1.01, -2.78)
H (-1.99, -0.75, -2.69)
H (-1.67, 1.63, -0.55)
H (-2.50, 2.44, 1.46)
H (-1.10, 3.40, 1.03)
H (-1.20, 2.95, 2.58)
H (0.71, 1.57, 2.87)
H (1.65, -3.25, 0.98)
H (2.99, -2.51, 0.01)
H (1.68, -3.80, -0.74)
H (-0.53, -2.06, -1.71)

---

(2)
Here is one molecule with the formula C9H12O3S from the OMol25 dataset. Energies are from the ωB97M-V functional and the def2-TZVPD basis.

Summary:
- Orbital gap (alpha / beta): 8.700 / 8.702 eV
- LUMO level (alpha / beta): -0.4 / -0.4 eV

Geometry (Å):
C (1.40, -0.83, -0.61)
C (0.33, -0.98, 1.56)
C (-0.92, -2.29, -0.57)
C (1.27, -0.04, 0.71)
C (0.47, 1.14, 0.12)
C (-0.44, 0.61, -0.94)
C (-0.12, -0.98, -0.77)
C (-0.62, -1.40, 0.55)
C (1.26, 2.33, -0.44)
O (-2.63, 1.11, 1.42)
O (-3.86, -0.30, -0.17)
O (-1.74, 0.89, -0.94)
S (-2.59, 0.20, 0.32)
H (1.87, -0.25, -1.38)
H (1.95, -1.83, -0.24)
H (0.83, -1.97, 1.84)
H (-0.14, -0.55, 2.45)
H (-1.94, -2.19, -1.01)
H (-0.66, -3.36, -0.61)
H (2.12, 0.21, 1.19)
H (-0.17, 1.62, 0.90)
H (0.03, 0.83, -1.94)
H (2.03, 2.10, -1.09)
H (1.68, 2.79, 0.50)
H (0.60, 3.12, -0.86)

---

(3)
Here is one molecule with the formula C9H12S from the OMol25 dataset. Energies are from the ωB97M-V functional and the def2-TZVPD basis.

Summary:
- Orbital gap: 7.794 eV
- LUMO level: 0.3 eV

Geometry (Å):
C (1.23, -0.77, 0.01)
C (2.42, -0.51, 0.01)
C (-0.11, -0.85, 0.00)
C (-1.22, -1.57, 0.01)
C (-1.51, 0.92, 0.00)
C (3.85, -0.29, -0.01)
C (-1.34, -3.06, 0.00)
C (-1.42, 1.67, 1.29)
C (-1.45, 1.68, -1.27)
S (-2.65, -0.54, 0.00)
H (4.22, -0.25, -1.04)
H (4.09, 0.65, 0.48)
H (4.36, -1.10, 0.52)
H (-2.04, -3.39, 0.77)
H (-0.37, -3.52, 0.18)
H (-1.71, -3.40, -0.97)
H (-0.43, 2.11, 1.40)
H (-1.61, 1.01, 2.13)
H (-2.16, 2.48, 1.31)
H (-2.30, 2.37, -1.34)
H (-1.48, 1.01, -2.13)
H (-0.53, 2.27, -1.31)

---

(4)
Here is one molecule with the formula C9H13BO3 from the OMol25 dataset. Energies are from the ωB97M-V functional and the def2-TZVPD basis.

Summary:
- Orbital gap: 8.799 eV
- LUMO level: 0.5 eV
- Structure (SMILES): COc1ccc(CCB(O)O)cc1

Geometry (Å):
C (1.92, -2.86, 2.61)
O (1.14, -1.75, 2.98)
C (0.76, -0.88, 1.96)
C (0.26, 0.40, 2.32)
C (-0.02, 1.35, 1.34)
C (0.16, 1.07, 0.01)
C (-0.08, 2.08, -1.06)
C (-1.42, 1.83, -1.77)
B (-1.71, 0.43, -2.44)
O (-2.46, -0.45, -1.69)
O (-1.23, 0.15, -3.71)
C (0.52, -0.20, -0.35)
C (0.84, -1.17, 0.60)
H (2.21, -3.45, 3.51)
H (2.83, -2.55, 2.06)
H (1.29, -3.52, 2.00)
H (0.21, 0.69, 3.35)
H (-0.43, 2.34, 1.53)
H (-0.06, 3.09, -0.62)
H (0.72, 2.01, -1.80)
H (-2.21, 1.75, -0.98)
H (-1.68, 2.64, -2.42)
H (-2.71, -1.22, -2.22)
H (-0.56, 0.76, -4.08)
H (0.56, -0.38, -1.42)
H (1.15, -2.14, 0.27)

---

| no. | total energy (eV) | F_max (hartree/bohr) |
| --- | --- | --- |
| 1 | -24452.264 | 0.10517 |
| 2 | -26499.821 | 0.08885 |
| 3 | -20358.265 | 0.09836 |
| 4 | -16365.005 | 0.03831 |